No. 1
DFT (ωB97M-V with the def2-TZVPD basis set) results for the molecule C3H3N3S in a non-equilibrium geometry.

Structure (XYZ):
```
10
Properties=species:S:1:pos:R:3
C -1.341 -0.312 0.769
N -1.738 0.037 -0.344
C -0.902 0.832 -1.045
N 0.432 0.727 -1.189
S 1.298 -0.675 -0.469
C 0.953 0.012 1.275
N -0.317 0.190 1.471
H -2.030 -1.089 1.344
H -1.286 1.672 -1.613
H 1.650 0.354 2.213
```

Output
* energy above the lowest of the compared OMol25 structures with the same formula, charge and spin: 73.00 kcal per mole
* calculated total energy: -18461.918 eV
* SMILES: C1=NC=NSC=N1
* charge: 0
* orbital gap: 8.98 eV

How is the electron density shared among the atoms? According to natural (NBO), the charges in e are: 0.316 -0.493 0.264 -0.587 0.317 0.028 -0.482 0.194 0.199 0.244

---

No. 2
DFT (ωB97M-V with the def2-TZVPD basis set) results for the molecule C5H8N2 in a non-equilibrium geometry.

Structure (XYZ):
```
15
Properties=species:S:1:pos:R:3
C 0.889 1.336 0.857
C 1.044 0.440 -0.365
C 2.085 -0.711 0.010
N 2.818 -1.543 0.282
N -0.212 0.033 -0.902
C -1.114 -0.834 -0.194
C -0.450 -1.280 -1.441
H 0.403 0.804 1.672
H 0.281 2.197 0.588
H 1.866 1.681 1.194
H 1.576 0.982 -1.162
H -2.149 -0.522 -0.227
H -0.805 -1.282 0.744
H 0.329 -2.030 -1.363
H -1.006 -1.294 -2.370
```

Output
* energy above the lowest of the compared OMol25 structures with the same formula, charge and spin: 42.88 kcal per mole
* calculated total energy: -8293.137 eV
* SMILES: C[C@@H](C#N)N1CC1
* charge: 0
* orbital gap: 10.85 eV

How is the electron density shared among the atoms? According to natural (NBO), the charges in e are: -0.606 -0.090 0.238 -0.346 -0.404 -0.259 -0.246 0.216 0.225 0.226 0.231 0.205 0.198 0.207 0.204